1.
{
  "formula": "C4H34N2O14",
  "method": "ωB97M-V/def2-TZVPD",
  "elements": ["O", "O", "O", "O", "O", "O", "O", "O", "O", "O", "O", "O", "O", "O", "N", "N", "C", "C", "C", "C", "H", "H", "H", "H", "H", "H", "H", "H", "H", "H", "H", "H", "H", "H", "H", "H", "H", "H", "H", "H", "H", "H", "H", "H", "H", "H", "H", "H", "H", "H", "H", "H", "H", "H"],
  "xyz": [[-0.247, -3.633, -2.160], [0.016, 2.315, 1.135], [2.559, 3.134, 1.376], [-1.011, 3.388, -1.099], [3.708, 1.365, 2.967], [-2.675, 1.362, -1.910], [2.563, 0.486, -2.170], [3.579, -1.453, 1.933], [3.984, 1.874, -0.374], [-1.311, -0.815, -3.529], [1.119, -1.932, 1.091], [-2.882, -1.911, -0.382], [1.103, -1.598, -2.575], [-4.627, 0.164, -0.265], [-1.029, -1.135, 1.293], [-0.479, -3.296, 0.407], [-0.107, -2.100, 0.966], [-0.460, 1.089, 0.704], [-1.467, 0.516, 3.013], [-0.559, 0.093, 1.908], [-1.451, 1.227, 0.249], [2.664, -1.566, 1.584], [-1.303, 4.243, -0.721], [-1.423, 1.603, 3.179], [-4.919, 0.618, 0.530], [-3.328, -1.036, -0.466], [0.243, -3.967, 0.256], [-2.873, 1.956, -2.645], [-2.178, 1.979, -1.319], [3.118, 0.936, 3.592], [3.429, 1.539, -1.113], [0.220, -1.508, -2.966], [4.191, 0.632, 2.567], [-1.245, -3.281, -0.245], [-1.853, -0.289, -4.121], [-2.011, -1.408, 1.200], [1.879, -0.272, -2.155], [2.328, 0.656, -3.094], [0.938, -1.820, -1.631], [-1.571, -0.580, -2.631], [0.140, 0.486, -0.002], [-1.094, 0.024, 3.968], [3.394, 2.816, 1.786], [0.437, 0.082, 2.416], [-0.859, -3.135, -2.718], [4.084, -2.161, 1.523], [-4.203, 0.709, -0.948], [-2.480, 0.002, 3.034], [0.988, 2.517, 1.154], [-0.573, 3.072, -0.262], [-3.736, -2.372, -0.303], [3.901, 1.177, 0.288], [0.383, -3.980, -2.802], [2.987, 3.187, 0.489]],
  "forces_ev_per_angstrom": [[-0.7, -0.9, -0.7], [-0.1, 1.4, -0.4], [1.2, 0.7, -0.8], [-0.2, 0.8, 1.3], [0.5, -0.2, 0.2], [-0.2, 0.3, 0.1], [-1.6, -1.0, -0.9], [0.0, 0.2, -0.1], [0.2, -0.1, -0.5], [0.0, -0.5, 0.1], [-0.4, 0.6, 0.4], [-1.8, 0.1, -0.4], [0.2, 0.4, 1.0], [-0.2, -0.9, -0.2], [1.5, -2.0, 0.5], [-1.7, 0.8, 1.0], [1.0, -0.3, -0.6], [0.3, -1.8, 1.2], [-0.9, -1.3, 2.6], [-0.2, 1.0, -0.9], [0.2, -0.1, 0.4], [0.4, 0.0, 0.3], [-0.1, -0.3, -0.8], [-0.5, -0.4, -0.1], [0.3, 0.5, -0.4], [0.7, 0.1, 0.2], [0.4, 0.2, -0.2], [0.0, -0.2, 0.0], [0.0, -0.1, -0.4], [0.0, 0.0, -0.1], [0.3, -0.1, 0.3], [0.3, 0.3, -0.1], [-0.1, -0.3, 0.1], [0.0, -0.2, 0.2], [0.0, 0.1, 0.1], [0.6, 0.5, 0.2], [1.2, 0.6, 0.6], [0.7, 0.8, -0.1], [0.1, -0.3, -0.8], [-0.3, 0.4, 0.0], [0.2, 0.9, -0.1], [-0.1, 0.8, -0.9], [-1.3, -0.2, 0.8], [-0.5, -0.8, -1.2], [-0.2, -0.1, 0.1], [0.0, 0.0, 0.0], [0.0, 0.7, 0.5], [0.7, 1.3, -0.8], [0.1, -0.7, 0.1], [0.3, -0.2, -0.4], [0.5, -0.7, 0.0], [0.0, 0.0, -0.1], [0.1, 0.0, 0.1], [-0.9, 0.0, 0.1]],
  "lumo_energy_ev": -0.1,
  "e_above_lowest_kj_mol": 231.8,
  "gap_ev": 9.130,
  "homo_energy_ev": -9.2,
  "total_energy_ev": -36346.0692
}

2.
{
  "formula": "C3H8N2O",
  "method": "ωB97M-V/def2-TZVPD",
  "elements": ["O", "N", "N", "C", "C", "C", "H", "H", "H", "H", "H", "H", "H", "H"],
  "xyz": [[3.214, -1.563, 1.170], [-0.413, 3.273, -1.647], [-1.669, 1.621, -0.497], [0.731, -2.189, 1.702], [2.138, -2.230, 0.985], [-0.953, 2.080, -1.613], [2.039, -2.747, -0.019], [-1.618, 2.301, 0.249], [-0.931, 3.527, -2.518], [-1.096, 1.291, -2.406], [0.479, -2.712, 2.533], [0.497, -1.111, 1.801], [-2.320, 0.915, -0.669], [-0.099, -2.456, 0.928]],
  "forces_ev_per_angstrom": [[-5.0, -2.9, 0.2], [-2.1, -1.8, -0.7], [3.5, 1.7, -1.2], [-0.1, 2.6, -4.6], [2.5, 2.2, -0.8], [-1.7, -0.2, 1.7], [0.4, 0.0, 0.9], [-0.8, -0.5, 0.2], [1.9, 0.6, -0.4], [0.2, 1.1, -0.1], [0.1, -1.5, 2.7], [0.4, -0.4, 0.6], [-0.9, -1.0, 0.5], [1.8, -0.1, 1.0]],
  "lumo_energy_ev": 0.5,
  "e_above_lowest_kj_mol": 381.9,
  "gap_ev": 9.277,
  "smiles": "[H]/N=C/N.CC=O",
  "homo_energy_ev": -8.7,
  "total_energy_ev": -8265.3676
}

3.
{
  "formula": "C4H7NO2",
  "method": "ωB97M-V/def2-TZVPD",
  "elements": ["O", "O", "N", "C", "C", "C", "C", "H", "H", "H", "H", "H", "H", "H"],
  "xyz": [[-1.384, -0.643, 1.058], [1.061, 0.791, -1.230], [0.482, -2.219, -0.275], [-0.261, 1.225, -1.152], [-0.126, -0.049, 1.074], [0.110, 1.107, 0.292], [0.967, -1.134, 0.088], [0.308, -0.086, 2.068], [-0.449, 2.246, -1.497], [-1.029, 0.528, -1.518], [0.635, 1.923, 0.769], [2.014, -0.865, 0.167], [-1.827, -0.434, 0.222], [-0.502, -2.391, -0.065]],
  "forces_ev_per_angstrom": [[-0.2, 0.2, 0.0], [-1.4, 0.8, 1.7], [0.8, 0.0, -0.5], [0.0, 0.4, 0.6], [1.8, -3.1, -1.6], [1.2, 1.2, -2.3], [-2.0, -0.1, 2.9], [-0.3, 0.2, 0.0], [0.0, -0.2, -0.1], [0.2, 0.0, 0.0], [0.0, 0.2, -0.4], [-0.1, 0.0, -0.5], [0.1, 0.0, 0.2], [0.0, 0.5, 0.1]],
  "lumo_energy_ev": 0.3,
  "e_above_lowest_kj_mol": 475.0,
  "gap_ev": 9.168,
  "homo_energy_ev": -8.9,
  "total_energy_ev": -9842.3564
}